[1]
The following is a DFT calculation (the ωB97M-V functional and the def2-TZVPD basis) of a molecular structure, C20H41Br14ClGaO.

CARTESIAN COORDINATES (ANGSTROEM)
Br: -4.089573 -1.342668 -4.402143
Br: -5.536627 1.885543 2.451331
Br: -6.343641 1.583234 -4.377989
Br: -2.970366 2.630258 -7.895048
Br: 1.970371 2.763265 3.212786
Br: 3.478075 -1.468673 2.526002
Br: -0.604660 -2.855242 5.829129
Br: -5.207943 -0.048879 -9.102433
Br: 2.244695 -1.519177 7.762626
Br: 0.063379 -2.523892 1.593981
Br: 4.345625 3.020800 6.622201
Br: -0.878983 1.427199 1.279289
Br: 2.167652 5.951174 6.063948
Br: -3.255112 -0.668733 3.834323
Ga: 2.448068 -0.760180 -1.735380
Cl: 0.414007 -1.830403 -5.438715
O: 5.966829 -2.217466 -3.248129
C: -4.766948 1.230408 -5.471550
C: 1.868514 0.904301 -0.577473
C: -4.853952 -0.884743 2.737297
C: 5.074036 -2.402595 -2.236221
C: 0.526565 1.577209 3.774132
C: 0.178152 0.587199 2.687546
C: -4.943565 0.193245 1.682741
C: 1.564476 -3.585793 2.246277
C: 4.453296 -1.203441 -1.306269
C: 2.158609 -0.232826 -3.708819
C: -4.002508 1.116070 -10.100547
C: 2.337929 -2.843636 3.310773
C: -0.537019 -0.484145 -3.119075
C: 0.800888 -2.705233 8.323972
C: 4.683810 4.653169 5.608629
C: 0.625792 -0.364250 -4.264283
C: -2.715764 1.348921 -9.344074
C: 4.101476 5.860266 6.305755
C: -4.698136 -0.222623 -5.879155
C: 0.452476 -3.695242 7.237386
H: 0.911176 1.060512 4.657955
H: -0.846545 -1.607798 -2.861599
H: -3.898388 1.561444 -4.895223
H: 1.185499 -3.221930 9.207794
H: -0.457143 -0.210792 3.081732
H: -5.708915 -0.897418 3.418851
H: 2.496317 0.994628 0.408270
H: 0.724354 0.782947 -0.350777
H: 2.490999 0.903645 -3.848837
H: 1.054646 0.143498 2.206899
H: 4.288975 5.871889 7.382949
H: -5.700642 -0.059920 0.935402
H: 0.409721 0.629503 -4.885955
H: 1.698170 -2.346503 4.045416
H: 2.016690 1.869287 -1.261158
H: 3.023684 -3.518358 3.830642
H: 5.773009 4.729915 5.549229
H: -1.962285 1.801831 -9.994393
H: 2.878477 -0.915026 -4.361034
H: 4.486405 6.783795 5.864204
H: -0.182819 -4.493233 7.631572
H: 1.112736 -4.492246 2.658973
H: -0.038705 -2.068939 8.616973
H: 4.770314 -3.531831 -2.008835
H: 4.497546 -1.572729 -0.186381
H: -4.749289 -1.869876 2.274046
H: 1.597683 -2.078718 -1.385728
H: -0.313029 2.213503 4.067133
H: -2.304015 0.439597 -8.897170
H: -1.523140 -0.010720 -3.596838
H: -3.955880 -0.366934 -6.669265
H: 1.328969 -4.138944 6.756738
H: 2.169879 -3.850857 1.375148
H: -4.552956 2.036346 -10.314412
H: 5.162124 -0.275701 -1.384991
H: -4.880809 1.872515 -6.349334
H: -5.658683 -0.626421 -6.210720
H: -3.808606 0.587423 -11.038086
H: -3.992743 0.387684 1.178495
H: 4.280117 4.494679 4.604614
H: -0.342816 0.117831 -2.135118

Cartesian forces, eV/Å:
-0.18 -0.01 -0.07
0.10 -0.06 -0.04
0.04 0.00 0.08
0.27 -0.02 -0.30
-0.10 0.06 0.01
-0.16 -0.01 0.15
0.08 -0.08 0.00
-0.07 0.21 -0.35
-0.15 -0.01 -0.01
0.11 -0.35 -0.08
-0.02 0.10 -0.11
-0.51 0.07 0.58
0.12 0.00 0.12
-0.15 -0.02 0.09
-0.21 0.61 0.26
0.10 1.19 0.77
-5.13 -1.04 5.58
-0.26 0.13 -0.14
-0.15 0.50 -0.25
0.16 -0.20 -0.05
3.37 1.88 -2.81
0.13 -0.02 0.13
-0.18 0.12 0.03
-0.18 0.07 -0.15
-0.31 -0.09 -0.02
2.58 -1.67 -0.29
0.26 0.07 -1.62
-0.05 -0.20 -0.17
0.28 0.03 0.04
-1.57 -0.09 -0.70
0.27 0.01 0.17
0.21 -0.18 0.07
0.28 1.70 0.98
0.17 0.20 -0.02
-0.12 0.22 -0.12
0.34 -0.15 0.18
-0.28 -0.06 -0.08
-0.05 0.00 -0.17
1.08 2.48 -0.51
-0.19 -0.20 -0.14
-0.09 0.03 -0.18
0.14 0.23 -0.01
0.20 0.10 -0.21
-1.32 0.07 -1.71
2.65 0.38 -0.44
-0.68 -2.37 0.08
-0.18 0.23 0.08
-0.01 -0.11 -0.29
0.13 -0.02 0.16
0.22 -2.44 1.05
0.08 -0.17 -0.25
-0.31 -1.83 1.63
-0.13 0.04 -0.10
-0.19 0.05 0.04
-0.17 -0.10 0.07
-1.52 1.58 1.09
-0.02 -0.20 0.03
0.12 0.16 0.00
0.11 0.16 0.01
0.16 -0.21 -0.18
0.36 2.26 -0.43
-0.19 0.52 -2.19
0.00 0.21 0.01
0.03 -0.09 0.05
0.17 -0.18 -0.15
-0.17 0.19 -0.13
2.03 -1.01 1.02
-0.15 0.10 0.28
-0.15 0.19 0.19
-0.09 0.18 0.19
0.21 -0.19 0.13
-1.25 -1.72 -0.08
-0.09 -0.31 0.31
0.22 0.21 0.12
0.04 0.10 0.18
-0.16 -0.09 0.23
-0.01 0.07 0.29
0.08 -1.21 -1.96

Values from the calculation:
HOMO-LUMO gap: 6.42 eV
Charge: -1
E_LUMO: 1.584 eV
HOMO level: -4.836 eV
Energy: -1068944.3262 eV
Largest force on an atom: 7.7 eV/A

***

[2]
The following is a DFT calculation (the ωB97M-V functional and the def2-TZVPD basis) of a single C3H7N5 molecule.

CARTESIAN COORDINATES (ANGSTROEM)
N: 1.371466 -0.989743 0.064705
N: 2.641882 -0.618866 0.008611
N: -1.218627 -1.388110 -0.172164
N: -0.807229 -0.132851 0.279410
N: 1.205946 1.162108 0.218958
C: 0.509729 0.072505 0.266604
C: -1.557588 1.033632 0.015132
C: 2.482324 0.727413 0.204729
H: 1.003390 -1.968201 0.008404
H: -2.273331 0.509382 -0.729273
H: -1.792267 -1.843102 0.508217
H: -1.991086 1.535619 0.926594
H: -1.891093 -1.216836 -1.006697
H: 3.325416 1.404357 0.047532
H: -1.008935 1.712698 -0.640765

Cartesian forces, eV/Å:
-2.89 -1.74 0.58
0.04 3.03 0.92
-1.41 0.37 -2.37
0.09 0.03 1.54
-0.02 1.34 1.29
3.08 -3.01 -1.63
-2.56 -0.55 -1.75
1.68 -1.61 -1.90
1.03 1.43 -0.01
-0.28 1.97 1.38
-0.35 -0.11 0.71
0.16 -0.55 -1.20
1.62 -0.58 1.49
-0.34 -0.32 0.43
0.15 0.28 0.53

Values from the calculation:
ΔE to the lowest compared entry with this formula, charge and spin: 2.086 eV
HOMO-LUMO gap: 8.83 eV
Structure (SMILES): CN(N)c1ncn[nH]1
E_LUMO: 0.684 eV
HOMO level: -8.150 eV
Energy: -10672.9150 eV
Largest force on an atom: 4.6 eV/A

***

[3]
The following is a DFT calculation (the ωB97M-V functional and the def2-TZVPD basis) of a molecular structure, C20H36IMoN5OP2S.

CARTESIAN COORDINATES (ANGSTROEM)
I: -1.182157 0.428381 2.767880
Mo: -0.499202 -0.320815 0.019088
S: -1.894893 3.708411 -2.031612
P: 0.692465 -2.360731 0.891939
P: 1.780251 0.092034 -0.604599
O: 1.260503 0.822615 0.743565
N: 1.024233 2.872509 2.144444
N: -0.579779 1.518939 -2.905690
N: -1.183198 1.704578 -0.635282
N: -1.632854 -1.171430 -0.933191
N: -1.807732 2.571273 0.239668
C: 4.355598 -1.019641 -0.334379
C: 2.992740 -1.121777 -0.068239
C: 5.238791 -1.936395 0.216202
C: 0.425377 -3.044904 2.555901
C: -2.888669 -3.199534 -1.387151
C: 2.504194 -2.162095 0.729556
C: -2.221268 3.652081 -0.318843
C: -2.483973 -1.509133 -3.192364
C: -3.999066 -0.948507 -1.264923
C: -4.317789 5.037288 -0.204749
C: -2.744686 -1.711319 -1.700532
C: 4.762942 -2.947017 1.038207
C: 1.586279 1.656091 2.244813
C: 0.385502 -3.807504 -0.163595
C: 3.402550 -3.061522 1.292669
C: 3.086753 1.624069 2.332206
C: 2.620175 1.292100 -1.647146
C: -1.156472 2.164684 -1.866725
C: 0.896779 0.692092 3.177156
C: -2.935910 4.757007 0.386577
H: 3.391691 1.995384 3.311454
H: 3.503672 1.699565 -1.155324
H: 3.051078 -3.871912 1.918716
H: 4.739847 -0.227864 -0.964305
H: -0.644226 -3.221037 2.678357
H: 0.941936 1.077508 4.193939
H: 3.527778 2.270699 1.573541
H: 0.015140 2.937428 2.094466
H: 5.451877 -3.659055 1.472395
H: -3.771535 -3.587253 -1.895866
H: -3.279427 -1.976186 -3.772404
H: 1.370005 -0.282468 3.125292
H: 0.548898 -3.547559 -1.208216
H: 1.922267 2.093600 -1.882277
H: -2.474542 -0.448321 -3.444866
H: 1.526676 3.580474 1.631253
H: 0.749603 -2.367700 3.344449
H: -3.016743 -3.364031 -0.316499
H: -0.444838 0.524469 -2.789517
H: -4.861395 -1.303603 -1.829284
H: 2.921183 0.813026 -2.580586
H: -3.012910 4.462221 1.433392
H: -4.809731 5.828329 0.357269
H: -0.645804 -4.132012 -0.035991
H: -2.320729 5.659153 0.344866
H: 6.297208 -1.859727 0.007933
H: 0.944494 -3.995684 2.674381
H: -1.537317 -1.964241 -3.489681
H: -0.785518 1.832492 -3.840579
H: -4.196007 -1.104715 -0.203775
H: 1.058254 -4.617739 0.118822
H: 3.461884 0.610914 2.205107
H: -4.947840 4.148889 -0.166220
H: -4.251103 5.365949 -1.242964
H: -3.885664 0.121435 -1.447603
H: -2.025638 -3.762263 -1.740538

Cartesian forces, eV/Å:
-0.07 -0.09 -0.03
0.16 -0.07 0.05
-0.01 0.04 -0.04
-0.09 0.09 -0.05
-0.11 0.07 0.03
0.00 -0.03 -0.04
0.06 -0.10 -0.13
-0.03 -0.01 0.02
-0.04 0.02 -0.07
0.00 0.01 0.02
0.10 0.06 0.07
-0.01 0.04 0.00
0.11 0.05 -0.10
0.01 0.00 0.00
-0.02 -0.03 0.00
-0.06 -0.03 -0.03
-0.03 -0.07 0.10
-0.01 -0.05 0.00
0.04 0.02 -0.01
-0.01 0.00 0.00
-0.01 0.00 -0.01
-0.03 -0.02 0.01
0.01 -0.01 0.01
-0.03 0.13 0.06
0.00 -0.03 0.03
-0.02 -0.01 0.00
0.01 0.02 -0.02
0.01 0.00 -0.01
0.00 -0.02 0.00
0.05 -0.01 0.01
0.01 -0.01 0.01
-0.01 0.00 0.00
0.00 0.00 0.00
0.00 0.00 0.00
0.00 0.00 0.00
0.00 -0.01 0.00
0.02 0.00 0.00
0.00 -0.01 0.00
0.01 0.02 -0.01
0.00 0.00 0.00
0.00 0.00 0.01
0.00 -0.02 0.02
-0.04 -0.02 0.00
0.01 0.01 0.00
-0.01 0.00 0.00
0.01 0.01 0.00
-0.02 0.04 0.07
0.01 0.02 -0.01
0.01 0.01 0.01
0.00 -0.01 0.00
0.01 0.00 0.00
0.00 0.00 0.00
0.00 0.00 0.00
0.00 0.00 0.00
0.02 0.00 0.01
0.00 0.00 0.00
0.00 0.00 0.00
-0.01 0.00 0.02
0.00 0.01 0.00
0.01 0.00 0.00
0.00 0.00 0.00
0.00 -0.01 -0.01
0.00 0.00 0.00
0.00 0.00 0.00
0.00 0.00 0.00
0.01 0.00 0.00
-0.01 0.01 -0.01

Values from the calculation:
ΔE to the lowest compared entry with this formula, charge and spin: 1.259 eV
HOMO-LUMO gap: 7.94 eV
Charge: +2
E_LUMO: -5.635 eV
HOMO level: -13.578 eV
Energy: -70180.5700 eV
Largest force on an atom: 0.2 eV/A

***

[4]
The following is a DFT calculation (the ωB97M-V functional and the def2-TZVPD basis) of 3 unconnected molecules or ions with the total composition C2H4NO4S.

CARTESIAN COORDINATES (ANGSTROEM)
S: -2.457280 0.841141 0.724119
O: 0.620195 -2.730737 0.225458
O: -3.955046 0.435692 0.871230
O: 3.764564 0.236624 1.037968
O: -0.949029 1.040309 -1.518223
N: 0.685426 -0.458719 -0.013596
C: 0.593979 -1.593746 0.099531
C: -2.075499 0.912094 -0.955755
H: 0.153169 0.331990 -0.354876
H: -2.854395 1.039859 -1.611145
H: 3.570184 -0.700715 0.846536
H: 2.903730 0.646204 0.648752

Cartesian forces, eV/Å:
-0.69 -0.67 -0.75
0.00 -3.78 0.50
0.91 0.50 -0.10
-2.48 0.36 -1.29
-0.23 -0.19 1.32
1.21 4.93 0.06
-0.37 -1.72 0.00
2.69 0.82 1.08
-0.61 0.41 -0.76
-2.85 -0.26 -1.35
0.29 0.48 0.23
2.13 -0.89 1.06

Values from the calculation:
ΔE to the lowest compared entry with this formula, charge and spin: 1.158 eV
HOMO-LUMO gap: 6.80 eV
Charge: -1
E_LUMO: 3.335 eV
HOMO level: -3.462 eV
Energy: -22654.7433 eV
Largest force on an atom: 5.1 eV/A

***

[5]
The following is a DFT calculation (the ωB97M-V functional and the def2-TZVPD basis) of a single C6H7N molecule.

CARTESIAN COORDINATES (ANGSTROEM)
N: 0.178914 3.753312 -0.358305
C: -0.213328 1.223919 0.203216
C: 0.736479 -1.161375 -0.054709
C: -0.413366 -1.887354 0.052196
C: -1.708632 -1.270959 -0.023274
C: 0.941282 0.314910 -0.246770
C: 0.026736 2.635780 -0.099338
H: -0.368755 1.111743 1.282987
H: 1.679418 -1.714880 0.021176
H: -1.141630 0.891968 -0.269966
H: 1.144954 0.471615 -1.319092
H: -2.459687 -2.010447 0.318866
H: 1.869514 0.601155 0.267061
H: -0.271898 -2.959389 0.225949

Cartesian forces, eV/Å:
-0.07 -1.10 0.26
-0.03 -0.06 0.01
0.01 0.03 0.00
0.01 0.23 0.00
0.23 -0.51 0.18
-0.03 -0.04 0.03
0.12 0.98 -0.25
0.02 0.06 -0.16
-0.25 0.10 -0.03
0.16 0.17 0.06
-0.05 -0.05 0.18
0.13 0.11 -0.13
-0.18 -0.06 -0.12
-0.07 0.13 -0.04

Values from the calculation:
ΔE to the lowest compared entry with this formula, charge and spin: 4.775 eV
HOMO-LUMO gap (alpha / beta): 7.35 / 7.47 eV
E_LUMO (alpha / beta): -1.341 / -1.353 eV
HOMO level (alpha / beta): -8.694 / -8.820 eV
Energy: -7820.8718 eV
Largest force on an atom: 1.1 eV/A